ORCA calculation (the ωB97M-V functional and the def2-TZVPD basis) on C31H39N4O4P2PtS as an isolated structure.

Summary:
Total energy in a.u.: -2923.8698
Strongest force on any atom in eV/A: 0.8
Net charge: +3
Highest occupied orbital energy (spin up / spin down) in eV: -17.183 / -17.184
Energy relative to the best compared isomer or geometry (same formula, charge and spin) in kcal/mol: 3.7
Kohn-Sham gap (spin up / spin down) in eV: 5.876 / 5.877

Each line ends with the Löwdin charge.
CARTESIAN COORDINATES (ANGSTROEM)
1 Pt -0.09703 0.20584 0.06753  1.02
2 C 3.09809 0.06437 -0.60360  -0.19
3 P 2.04690 -0.10874 0.84804  0.78
4 C 2.41874 -1.71929 1.54527  -0.20
5 C 2.44558 1.15964 2.04854  -0.38
6 C 3.53012 1.05792 2.91265  -0.04
7 C 3.80754 2.10860 3.77884  -0.01
8 C 3.01116 3.24720 3.78349  -0.01
9 C 1.92875 3.35302 2.91797  -0.04
10 C 1.64099 2.30307 2.05542  -0.38
11 P 0.28953 2.35562 0.87352  0.77
12 C 0.63561 3.68115 -0.29456  -0.19
13 C -1.21745 2.83231 1.73805  -0.20
14 H 4.14232 -0.00119 -0.28820  0.08
15 H 2.94161 1.02970 -1.08406  0.05
16 H 2.89326 -0.74058 -1.31119  0.06
17 H 3.48795 -1.75432 1.76629  0.08
18 H 2.19379 -2.50002 0.81884  0.05
19 H 1.85294 -1.89176 2.45858  0.07
20 H 4.16457 0.18071 2.92121  0.12
21 H 4.64945 2.03649 4.45407  0.13
22 H 3.22925 4.05437 4.46975  0.13
23 H 1.31460 4.24537 2.93857  0.12
24 H 1.52262 3.45558 -0.88652  0.07
25 H 0.81823 4.59967 0.26625  0.08
26 H -0.21472 3.83213 -0.95950  0.06
27 H -1.08027 3.80660 2.21109  0.07
28 H -1.46017 2.09999 2.50808  0.07
29 H -2.03608 2.91558 1.02557  0.05
30 C -4.28311 -2.01349 -6.20797  -0.09
31 C -5.01486 -0.91014 -5.45169  -0.28
32 S -3.87262 0.00272 -4.45762  0.67
33 O -2.87816 0.62092 -5.30244  -0.28
34 O -3.40508 -0.81554 -3.35106  -0.33
35 C -4.83166 1.32664 -3.71730  -0.18
36 C -3.93073 2.50898 -3.35082  -0.08
37 N -2.62268 2.12060 -2.76686  0.07
38 C -2.44112 1.46855 -1.60689  -0.32
39 N -1.13958 1.19126 -1.45190  -0.10
40 C -0.47287 1.64224 -2.57169  -0.05
41 C -1.38936 2.21337 -3.37510  -0.13
42 N -1.09136 2.87376 -4.63592  -0.33
43 O -0.03518 2.56220 -5.13127  0.15
44 O -1.88263 3.69197 -5.04261  0.13
45 C -3.52903 1.01136 -0.70916  0.02
46 H -5.00638 -2.57924 -6.79154  0.10
47 H -3.79317 -2.69900 -5.51826  0.06
48 H -3.54254 -1.59657 -6.88733  0.09
49 H -5.77281 -1.30017 -4.77034  0.12
50 H -5.47264 -0.18839 -6.12999  0.12
51 H -5.36188 0.89862 -2.86984  0.10
52 H -5.56936 1.68111 -4.43798  0.13
53 H -4.43581 3.16391 -2.64233  0.15
54 H -3.69558 3.09133 -4.23383  0.12
55 H 0.58558 1.53715 -2.73540  0.13
56 H -4.30329 1.76845 -0.58522  0.11
57 H -3.12724 0.75716 0.27028  0.07
58 H -3.97650 0.11092 -1.13437  0.09
59 N -0.61930 -1.57502 0.07252  0.01
60 C -0.58645 -2.83643 -0.14754  -0.25
61 C -0.30218 -3.76985 0.93806  -0.20
62 C 0.37255 -4.96248 0.64687  0.00
63 C 0.66009 -5.84234 1.67454  -0.02
64 C 0.26873 -5.54210 2.97523  -0.01
65 C -0.40900 -4.35896 3.26410  -0.03
66 C -0.68759 -3.46228 2.25257  -0.02
67 C -0.92284 -3.24396 -1.51977  -0.16
68 C -0.42638 -2.52638 -2.61625  -0.02
69 C -0.68388 -2.98389 -3.89264  -0.03
70 C -1.45138 -4.12856 -4.07213  -0.01
71 C -1.98387 -4.81644 -2.98352  -0.01
72 C -1.73076 -4.37617 -1.70047  0.01
73 H 0.67674 -5.18379 -0.36777  0.13
74 H 1.18016 -6.76687 1.46441  0.13
75 H 0.48112 -6.24359 3.77143  0.13
76 H -0.73457 -4.15634 4.27549  0.13
77 H -1.25610 -2.56273 2.45416  0.12
78 H 0.19027 -1.65232 -2.46336  0.10
79 H -0.28366 -2.45484 -4.74796  0.13
80 H -1.63796 -4.49582 -5.07283  0.13
81 H -2.58677 -5.70012 -3.14154  0.13
82 H -2.13793 -4.89839 -0.84476  0.14

Atoms 1-2, force components in eV/Å:
0.19 0.35 -0.07
0.01 0.02 -0.04

=====

ORCA calculation (the ωB97M-V functional and the def2-TZVPD basis) on C31H39P2Si2W as an isolated structure in a non-equilibrium geometry.

Summary:
Total energy in a.u.: -2532.3963
Strongest force on any atom in eV/A: 3.7
Net charge: +3
Highest occupied orbital energy in eV: -16.792
Energy relative to the best compared isomer or geometry (same formula, charge and spin) in kcal/mol: 14.8
Kohn-Sham gap in eV: 5.515

Each line ends with the Löwdin charge.
CARTESIAN COORDINATES (ANGSTROEM)
1 W 0.24824 0.43047 -0.11634  1.19
2 C -1.45370 -5.28735 -3.62365  0.00
3 C -1.49361 -5.20309 -2.23401  -0.02
4 C -1.18291 -4.00850 -1.61000  -0.07
5 C -0.81962 -2.90604 -2.39677  -0.40
6 C -0.78114 -2.98299 -3.79429  -0.06
7 C -1.09917 -4.18629 -4.39955  -0.02
8 P -0.40208 -1.41746 -1.55814  1.03
9 C -0.38032 0.04717 -2.65245  -0.43
10 C -1.60528 0.39929 -3.27301  -0.10
11 C -1.65372 1.44559 -4.16460  -0.02
12 C -0.50207 2.19859 -4.42893  0.00
13 C 0.69964 1.89789 -3.80508  -0.02
14 C 0.77384 0.82044 -2.92937  -0.10
15 C 1.42956 -1.41248 -1.06971  -0.39
16 C 2.21169 -2.40895 -1.65210  -0.03
17 C 3.53931 -2.54037 -1.27396  0.04
18 C 4.11973 -1.71584 -0.29634  0.02
19 C 3.37697 -0.72617 0.29725  -0.04
20 C 2.04164 -0.54703 -0.09272  -0.32
21 H -1.70735 -6.22108 -4.10916  0.13
22 H -1.77399 -6.06462 -1.64260  0.13
23 H -1.22907 -3.93162 -0.52903  0.10
24 H -0.50406 -2.12807 -4.39897  0.12
25 H -1.06948 -4.26749 -5.47820  0.13
26 H -2.49171 -0.19973 -3.09393  0.13
27 H -2.58327 1.68228 -4.66795  0.14
28 H -0.54432 3.00782 -5.14806  0.14
29 H 1.59007 2.47170 -4.02814  0.13
30 H 1.74883 0.51955 -2.57714  0.10
31 H 1.77922 -3.08136 -2.38215  0.12
32 H 4.13593 -3.31385 -1.74450  0.14
33 H 5.15282 -1.86197 -0.00808  0.14
34 H 3.81370 -0.10513 1.05536  0.08
35 C 0.97834 3.83977 1.32801  -0.20
36 Si 1.48625 2.06380 1.59687  0.52
37 C 3.33592 2.16535 1.47579  -0.19
38 C 0.91294 1.38986 3.20702  -0.34
39 C 1.27109 2.10290 4.35878  -0.07
40 C 0.89975 1.65981 5.62115  -0.03
41 C 0.15919 0.49289 5.75638  -0.03
42 C -0.20629 -0.23017 4.62899  -0.07
43 C 0.17030 0.20265 3.35033  -0.32
44 Si -0.34778 -0.95031 2.00002  0.49
45 C -2.16239 -1.31308 2.01444  -0.19
46 C 0.57187 -2.55023 1.99654  -0.16
47 H 1.54855 4.40185 2.07576  0.06
48 H -0.06504 4.08444 1.47414  0.00
49 H 1.29856 4.21132 0.35043  0.05
50 H 3.60083 3.11253 1.95539  0.06
51 H 3.71046 2.21149 0.44999  0.05
52 H 3.86072 1.38413 2.01791  0.04
53 H 1.85111 3.01862 4.28012  0.12
54 H 1.18761 2.22388 6.49851  0.13
55 H -0.13182 0.14260 6.73809  0.13
56 H -0.78283 -1.14228 4.76130  0.11
57 H -2.36366 -1.89263 2.92312  0.06
58 H -2.45254 -1.93489 1.16359  0.03
59 H -2.80617 -0.43506 2.05105  0.02
60 H 0.23575 -3.12315 2.86691  0.07
61 H 1.64890 -2.40088 2.08404  0.05
62 H 0.36566 -3.15176 1.10732  0.02
63 C -3.20695 1.20423 -0.34776  -0.22
64 P -1.71527 2.05315 0.26717  0.72
65 C -1.64199 3.54915 -0.75331  -0.20
66 C -2.18436 2.54636 1.94723  -0.20
67 H -4.06221 1.71610 0.09973  0.08
68 H -3.23804 0.15542 -0.06347  0.03
69 H -3.27100 1.29675 -1.42917  0.04
70 H -2.63786 3.99706 -0.72876  0.08
71 H -1.38897 3.30372 -1.78556  0.04
72 H -0.91782 4.25736 -0.36549  0.04
73 H -2.98506 3.28234 1.85320  0.08
74 H -1.35715 2.97033 2.50397  0.04
75 H -2.55293 1.68121 2.49660  0.05

Atoms 1-2, force components in eV/Å:
1.56 -1.98 -2.66
0.01 0.02 0.01

=====

ORCA calculation (the ωB97M-V functional and the def2-TZVPD basis) on C31H40CuN5O12Se as an isolated structure.

Summary:
Total energy in a.u.: -6423.9313
Strongest force on any atom in eV/A: 0.7
Net charge: -1
Highest occupied orbital energy (spin up / spin down) in eV: -5.402 / -5.388
Energy relative to the best compared isomer or geometry (same formula, charge and spin) in kcal/mol: 0.0
Kohn-Sham gap (spin up / spin down) in eV: 7.498 / 7.473
2S+1: 2
<S²>: 0.752

Each line ends with the Mulliken spin population.
CARTESIAN COORDINATES (ANGSTROEM)
1 Cu -1.69789 1.31170 -0.21179  0.74
2 C -2.40593 3.66345 3.03690  0.00
3 C -2.61912 3.46157 1.54516  -0.01
4 C -3.08390 4.74465 0.86493  0.00
5 O -1.39123 3.05935 0.90807  0.04
6 C -3.72675 2.38766 1.31373  0.00
7 O -4.81036 2.56910 1.85313  0.01
8 O -3.42393 1.39662 0.55485  0.07
9 H -1.72161 4.49653 3.21373  0.00
10 H -1.99589 2.75441 3.48380  0.00
11 H -3.36445 3.87286 3.50641  0.00
12 H -2.33648 5.52973 0.99039  0.00
13 H -4.03083 5.05419 1.30308  0.00
14 H -3.22500 4.56301 -0.20037  0.00
15 H -0.76444 2.72595 1.56733  0.00
16 O -1.53623 -1.99120 -2.25225  0.01
17 C -1.21498 -0.83935 -1.96838  0.01
18 O -2.03078 0.11528 -1.70045  0.06
19 C 0.26504 -0.48388 -2.05466  -0.02
20 C 1.02531 -1.23892 -2.90517  -0.01
21 C 2.37663 -0.95051 -3.11956  0.00
22 C 2.95409 0.13251 -2.49237  0.00
23 C 2.21919 0.89910 -1.60982  0.01
24 C 0.84459 0.58278 -1.28759  0.01
25 O 0.21758 1.19865 -0.36796  0.08
26 N 2.90333 2.04934 -1.04706  0.00
27 O 2.44929 2.61777 -0.07378  0.00
28 O 3.94074 2.40915 -1.60123  0.00
29 N 3.16351 -1.76821 -3.99817  0.00
30 O 2.61366 -2.69087 -4.58150  0.00
31 O 4.35658 -1.51537 -4.11749  0.00
32 H 0.56551 -2.07958 -3.40430  0.00
33 H 3.98796 0.37848 -2.67642  0.00
34 C -2.39046 -5.03041 4.05128  0.00
35 C -2.05750 -3.77376 3.25116  0.00
36 C -2.22461 -3.99645 1.74949  0.00
37 C -1.85133 -2.76757 0.91880  0.00
38 N -0.46853 -2.37679 1.13450  0.00
39 C -0.05259 -1.28460 1.82800  0.00
40 Se -1.15643 -0.05132 2.59222  0.00
41 N 1.30723 -1.30034 1.85670  0.00
42 C 2.14861 -0.26352 2.42766  0.00
43 C 2.13847 -0.23587 3.95334  0.00
44 C 2.71722 -1.48829 4.61171  0.00
45 C 4.21669 -1.66001 4.37251  0.00
46 C 1.76330 -2.37943 1.10994  0.00
47 C 3.03971 -2.80134 0.76877  0.00
48 C 3.14721 -3.93131 -0.02784  0.00
49 C 2.01677 -4.61669 -0.47086  0.00
50 C 0.73960 -4.19580 -0.13674  0.00
51 C 0.63227 -3.06712 0.66013  0.00
52 H -2.25728 -4.85794 5.12003  0.00
53 H -1.74328 -5.85945 3.75689  0.00
54 H -3.42570 -5.33218 3.87961  0.00
55 H -1.02779 -3.47506 3.46547  0.00
56 H -2.70196 -2.94979 3.56471  0.00
57 H -3.26741 -4.24275 1.53419  0.00
58 H -1.61045 -4.84917 1.44311  0.00
59 H -2.47592 -1.91938 1.19488  0.00
60 H -1.98685 -2.95683 -0.14636  0.00
61 H 1.81513 0.69680 2.04267  0.00
62 H 3.16181 -0.43660 2.06645  0.00
63 H 1.11305 -0.08729 4.28869  0.00
64 H 2.71945 0.63810 4.26249  0.00
65 H 2.18319 -2.37300 4.25161  0.00
66 H 2.53352 -1.41482 5.68656  0.00
67 H 4.42917 -1.91580 3.33380  0.00
68 H 4.62135 -2.45755 4.99724  0.00
69 H 4.75191 -0.73849 4.61106  0.00
70 H 3.92245 -2.26275 1.08638  0.00
71 H 4.12976 -4.27566 -0.32416  0.00
72 H 2.14089 -5.48482 -1.10470  0.00
73 H -0.13877 -4.70693 -0.50502  0.00
74 O -0.15024 4.55310 -1.70656  0.00
75 C -0.94014 3.97548 -2.39676  0.00
76 O -1.81201 3.07611 -1.93325  0.00
77 C -1.02410 4.17418 -3.91335  0.00
78 N -2.29101 3.65636 -4.45044  0.00
79 C -2.01977 2.79056 -5.61475  0.00
80 C -0.55168 3.02292 -5.96884  0.00
81 C 0.06793 3.33851 -4.60698  0.00
82 H -0.87677 5.23666 -4.11897  0.00
83 H -2.92989 4.40386 -4.67376  0.00
84 H -2.35436 2.75270 -2.67977  0.00
85 H -2.69545 3.00877 -6.44216  0.00
86 H -2.17927 1.74882 -5.32372  0.00
87 H -0.44928 3.88083 -6.63814  0.00
88 H -0.09339 2.15579 -6.44243  0.00
89 H 1.00975 3.87789 -4.66997  0.00
90 H 0.23460 2.41349 -4.04774  0.00

Atoms 1-2, force components in eV/Å:
0.31 0.10 0.21
0.06 -0.04 -0.12

=====

ORCA calculation (the ωB97M-V functional and the def2-TZVPD basis) on a 3-piece molecular cluster, C31H41BrClF2N6O16P2 overall in a non-equilibrium geometry.

Summary:
Total energy in a.u.: -6654.4637
Strongest force on any atom in eV/A: 1.6
Net charge: +1
Highest occupied orbital energy in eV: -11.218
Kohn-Sham gap in eV: 7.779

Each line ends with the Löwdin charge.
CARTESIAN COORDINATES (ANGSTROEM)
1 C 0.43508 3.27580 2.57880  0.05
2 C -0.62518 2.65475 2.04676  -0.19
3 C -1.07729 2.67013 0.58218  -0.38
4 P -2.85525 3.33065 1.02261  0.70
5 O -3.54353 1.98743 1.60920  -0.31
6 Cl -3.88281 3.58406 -0.74531  0.37
7 N -0.30250 3.68461 -0.19824  0.06
8 C -0.30820 5.14533 0.10799  -0.15
9 O -0.84131 5.51727 1.34258  -0.05
10 C -1.51113 6.75368 1.28292  -0.48
11 C -3.00293 6.73080 1.33051  0.00
12 O -0.86245 7.74880 1.21076  0.18
13 C 0.88668 3.20742 -0.64672  -0.32
14 N 1.63709 3.86084 -1.52403  -0.14
15 C 1.22763 5.05300 -2.30067  -0.17
16 C 1.92582 6.35924 -1.85846  -0.24
17 O 2.84264 6.87868 -2.79372  -0.04
18 P 3.27898 3.29234 -1.80635  0.80
19 N 4.19638 3.33024 -0.55576  -0.23
20 N 1.37306 2.02032 -0.16667  0.14
21 C 0.55075 0.81731 -0.04530  -0.32
22 N 0.84351 0.28542 1.26917  0.04
23 C 1.21034 -1.09731 1.54720  -0.25
24 C 2.02166 -1.17148 2.84586  -0.06
25 N 0.96506 -0.13098 -1.11984  0.13
26 C 2.32442 -0.19408 -1.40010  -0.55
27 O 3.22899 -0.00709 -0.65980  0.18
28 F 2.53084 -0.54446 -2.67285  0.12
29 C 0.24252 -1.29827 -1.52422  -0.47
30 O 0.02320 -2.26283 -0.88456  0.22
31 F -0.14304 -1.22683 -2.79609  0.14
32 C -0.95531 1.28718 -0.16889  -0.20
33 C -1.68665 0.13938 0.62482  -0.14
34 O -3.00528 -0.12882 0.17357  -0.15
35 O -2.94452 -1.49083 -0.28516  -0.01
36 C -1.59716 1.21334 -1.58847  -0.14
37 C -1.25274 1.91511 -2.92076  -0.63
38 C -1.70020 3.37023 -3.10350  -0.18
39 Br 0.54345 1.72230 -3.70827  0.82
40 H 0.37196 3.73389 3.55856  0.09
41 H 1.38992 3.35406 2.06718  0.07
42 H -1.25977 2.07949 2.71593  0.10
43 H -3.76375 2.14927 2.53635  0.08
44 H 0.72950 5.47978 0.07153  0.12
45 H -0.81894 5.69827 -0.68793  0.14
46 H -3.34315 7.71487 1.63789  0.10
47 H -3.38958 6.51847 0.33080  0.08
48 H -3.38442 5.97139 2.00611  0.06
49 H 0.14868 5.12577 -2.35232  0.09
50 H 1.54841 4.84648 -3.32479  0.11
51 H 1.17050 7.12358 -1.66167  0.13
52 H 2.46053 6.17050 -0.92179  0.12
53 H 2.95249 6.30601 -3.55734  0.08
54 H 3.14923 2.06512 -2.46810  -0.01
55 H 3.73212 4.17603 -2.79776  0.03
56 H 3.75530 3.65810 0.29436  -0.02
57 H 2.30745 1.98904 0.22733  0.12
58 H 1.35378 0.91833 1.86079  0.10
59 H 1.77836 -1.61466 0.77659  0.10
60 H 0.31352 -1.70191 1.71376  0.11
61 H 1.94813 -2.19577 3.19177  0.05
62 H 3.06675 -0.94344 2.63853  0.08
63 H 1.60289 -0.49692 3.59418  0.08
64 H -1.72006 0.30932 1.69535  0.12
65 H -1.14795 -0.79016 0.48003  0.10
66 H -3.79560 -1.59831 -0.73536  0.12
67 H -1.68134 0.15491 -1.82722  0.10
68 H -2.64408 1.48328 -1.45944  0.08
69 H -1.84353 1.36498 -3.64875  0.09
70 H -1.16474 3.83270 -3.92943  0.06
71 H -2.74935 3.36633 -3.40171  0.07
72 H -1.63142 3.96918 -2.20246  0.01
73 C 3.85600 -7.49479 2.00238  0.08
74 C 3.82316 -6.17202 1.79479  -0.23
75 C 2.79432 -5.28360 2.44832  -0.30
76 O 2.85625 -4.08753 2.20600  0.08
77 C 1.79974 -5.88605 3.30723  0.07
78 C 1.82770 -7.21166 3.51470  -0.23
79 C 2.87227 -8.10058 2.87995  -0.31
80 O 2.82230 -9.28571 3.14332  0.12
81 O 0.95845 -7.84853 4.28034  0.12
82 O 4.68155 -5.53468 1.00840  0.12
83 H 4.59041 -8.13910 1.54040  0.14
84 H 1.05650 -5.24362 3.75811  0.13
85 H 1.21305 -8.79328 4.25690  0.13
86 H 4.43585 -4.59064 1.04364  0.12
87 C -3.07271 -7.29089 -1.99834  0.08
88 C -3.15532 -6.11457 -2.63535  -0.23
89 C -2.87645 -4.80668 -1.93749  -0.31
90 O -2.96228 -3.78505 -2.60042  0.09
91 C -2.53234 -4.82942 -0.53289  0.07
92 C -2.45303 -6.00389 0.10841  -0.23
93 C -2.70805 -7.31641 -0.59405  -0.31
94 O -2.59296 -8.32916 0.06903  0.12
95 O -2.14629 -6.11821 1.39184  0.12
96 O -3.48295 -5.99828 -3.91537  0.12
97 H -3.26845 -8.23353 -2.48936  0.14
98 H -2.34729 -3.88277 -0.04389  0.11
99 H -2.15885 -7.07652 1.58955  0.12
100 H -3.46302 -5.04348 -4.11833  0.12

Atoms 1-2, force components in eV/Å:
-0.31 -0.17 -0.14
0.60 -0.21 0.02